{
  "formula": "C18H48BrN3O6",
  "method": "ωB97M-V/def2-TZVPD",
  "spin_multiplicity": 1,
  "orbital_gap_ev": 8.959,
  "de_lowest_kcal_mol": 26.1,
  "charge": 2,
  "total_energy_ev": -106225.645,
  "species": ["Br", "C", "O", "C", "C", "N", "H", "H", "C", "C", "O", "C", "H", "H", "H", "H", "H", "H", "H", "H", "H", "H", "H", "H", "H", "H", "C", "O", "C", "C", "N", "H", "H", "C", "C", "O", "C", "H", "H", "H", "H", "H", "H", "H", "H", "H", "H", "H", "H", "H", "H", "C", "O", "C", "C", "N", "H", "H", "C", "C", "O", "C", "H", "H", "H", "H", "H", "H", "H", "H", "H", "H", "H", "H", "H", "H"],
  "positions_angstrom": [[-0.28044, 0.02821, 0.81643], [-2.11874, 4.13115, 2.43981], [-2.38373, 2.83288, 2.90766], [-3.33106, 2.14335, 2.12975], [-3.72446, 0.84950, 2.86586], [-2.53418, 0.11987, 3.36854], [-2.85906, -0.85270, 3.40844], [-1.82676, 0.04715, 2.61196], [-1.96605, 0.51896, 4.66618], [-0.79789, -0.35184, 5.07330], [-1.02493, -1.69937, 4.69473], [-1.75181, -2.41537, 5.68331], [-1.34841, 4.62652, 3.02619], [-3.03099, 4.73744, 2.44613], [-1.74696, 4.15696, 1.40594], [-3.06046, 1.86630, 1.10396], [-4.18326, 2.82237, 1.99486], [-4.14600, 0.30288, 2.01617], [-4.58223, 0.95892, 3.52373], [-2.76197, 0.60939, 5.41189], [-1.71727, 1.57891, 4.60890], [-0.41005, -0.23575, 6.08629], [0.06612, -0.06409, 4.46466], [-2.80674, -2.10785, 5.82367], [-1.33736, -2.17124, 6.66526], [-1.86284, -3.45567, 5.39388], [2.98499, -2.09161, -0.10480], [3.19791, -3.43382, -0.52372], [4.41561, -3.59539, -1.18571], [4.19413, -3.52457, -2.69524], [2.89097, -4.28000, -2.97990], [2.20062, -3.96340, -2.29236], [2.57898, -4.01146, -3.91332], [2.85141, -5.79530, -3.07410], [1.44708, -6.24878, -2.81105], [0.64716, -5.76636, -3.87360], [-0.69681, -6.19443, -3.84848], [3.21163, -1.38239, -0.91014], [3.60743, -1.81113, 0.74936], [1.96591, -1.86748, 0.20978], [5.01410, -4.45094, -0.87124], [5.12274, -2.78642, -0.96171], [4.91139, -3.98772, -3.36868], [3.93450, -2.53278, -3.06127], [3.41932, -6.23246, -2.24833], [3.31389, -6.10260, -4.00533], [1.01156, -5.92576, -1.85666], [1.39679, -7.34621, -2.85108], [-1.26874, -5.73747, -3.02886], [-0.75710, -7.27606, -3.75134], [-1.24375, -5.78864, -4.69630], [-2.61348, 4.55913, -3.34235], [-1.38709, 3.97778, -2.95808], [-1.26193, 2.61234, -3.33696], [0.05064, 2.17351, -2.72437], [0.16268, 2.57772, -1.31059], [-0.31258, 3.48938, -1.22670], [-0.37962, 1.91867, -0.73148], [1.50824, 2.79946, -0.64608], [1.33670, 3.83580, 0.46984], [0.56884, 4.87961, -0.09804], [0.81476, 6.11186, 0.62214], [-2.80104, 5.56972, -2.97683], [-3.54196, 4.02907, -3.11173], [-2.58321, 4.69907, -4.43018], [-1.13273, 2.52652, -4.41737], [-2.09512, 2.01666, -2.96006], [0.87356, 2.59050, -3.30455], [0.12316, 1.08839, -2.81998], [2.11762, 3.15838, -1.47667], [1.95470, 1.85219, -0.35360], [2.36871, 4.06682, 0.74736], [0.81338, 3.39850, 1.32367], [0.41412, 6.03552, 1.63294], [0.29548, 6.87829, 0.05809], [1.88200, 6.31143, 0.68815]],
  "lowdin_charge": [-0.12, -0.09, -0.20, -0.22, -0.09, 0.04, 0.17, -0.02, -0.11, -0.19, -0.19, -0.09, 0.09, 0.10, 0.08, 0.11, 0.13, 0.14, 0.14, 0.14, 0.13, 0.14, 0.13, 0.09, 0.10, 0.10, -0.09, -0.18, -0.22, -0.05, 0.05, 0.16, 0.17, -0.07, -0.21, -0.20, -0.09, 0.09, 0.10, 0.02, 0.14, 0.14, 0.14, 0.13, 0.14, 0.15, 0.14, 0.14, 0.09, 0.10, 0.10, -0.09, -0.19, -0.19, -0.11, 0.02, 0.14, 0.00, -0.10, -0.21, -0.21, -0.04, 0.09, 0.09, 0.10, 0.14, 0.14, 0.14, 0.13, 0.13, 0.10, 0.14, 0.12, 0.08, 0.10, 0.09]
}

{
  "formula": "C18H48CaO22PS6",
  "method": "ωB97M-V/def2-TZVPD",
  "spin_multiplicity": 1,
  "orbital_gap_ev": 2.732,
  "de_lowest_kcal_mol": 0.0,
  "charge": -1,
  "total_energy_ev": -157229.776,
  "species": ["Ca", "P", "O", "O", "O", "O", "O", "S", "O", "O", "C", "C", "C", "H", "H", "H", "H", "H", "H", "H", "H", "O", "S", "O", "O", "C", "C", "C", "H", "H", "H", "H", "H", "H", "H", "H", "O", "S", "O", "O", "C", "C", "C", "H", "H", "H", "H", "H", "H", "H", "H", "O", "S", "O", "O", "C", "C", "C", "H", "H", "H", "H", "H", "H", "H", "H", "O", "S", "O", "O", "C", "C", "C", "H", "H", "H", "H", "H", "H", "H", "H", "O", "S", "O", "O", "C", "C", "C", "H", "H", "H", "H", "H", "H", "H", "H"],
  "positions_angstrom": [[-11.68878, 1.73400, 21.38368], [-10.13298, 1.61336, 19.02304], [-10.91223, 1.24486, 17.71161], [-10.32645, 2.83238, 19.98413], [-8.78868, 0.83167, 18.90563], [-10.88285, 0.47369, 19.93788], [-13.29082, 4.63045, 18.94951], [-14.04659, 3.46961, 19.22461], [-13.58072, 2.51641, 20.17755], [-15.54361, 3.87265, 19.68331], [-16.29555, 2.81502, 20.30258], [-16.46842, 3.06684, 21.77777], [-14.38231, 2.58633, 17.71885], [-15.82973, 1.83785, 20.17857], [-17.25973, 2.78834, 19.78902], [-15.49225, 2.95989, 22.26602], [-17.16877, 2.40737, 22.28371], [-16.69557, 4.11818, 21.98131], [-15.19102, 3.07388, 17.18477], [-14.52953, 1.55217, 18.01453], [-13.44338, 2.61880, 17.15691], [-15.57689, -0.64070, 21.70559], [-14.32109, -1.00406, 21.10320], [-13.24953, -0.09814, 21.12400], [-13.84146, -2.39910, 21.69204], [-14.82309, -3.29493, 22.21426], [-14.38980, -4.72864, 22.01516], [-14.67536, -1.41877, 19.41766], [-15.80759, -3.08804, 21.78935], [-14.98840, -3.11948, 23.28211], [-14.92159, -5.34411, 22.73800], [-13.32770, -4.85632, 22.23742], [-14.50365, -5.00889, 20.96898], [-13.75782, -1.68945, 18.90185], [-15.17740, -0.55035, 19.00099], [-15.40208, -2.23166, 19.45520], [-12.93819, 1.07339, 23.47293], [-13.06000, 0.95278, 24.87954], [-14.33931, 0.58916, 25.39678], [-11.95282, -0.07325, 25.39134], [-12.14574, -0.57486, 26.73480], [-10.81563, -0.73233, 27.40195], [-12.50936, 2.46421, 25.62615], [-12.70688, -1.50875, 26.65523], [-12.81283, 0.05834, 27.32247], [-10.16904, -1.46239, 26.91716], [-10.98486, -1.13742, 28.40621], [-10.30952, 0.21879, 27.56045], [-13.30269, 3.16551, 25.37822], [-11.50341, 2.70660, 25.29891], [-12.51940, 2.33410, 26.70977], [-10.05087, 2.67553, 22.83210], [-8.73814, 2.64341, 23.33222], [-8.12961, 3.85155, 23.80891], [-8.72231, 1.59295, 24.54425], [-7.46500, 1.28070, 25.12025], [-7.72376, 0.37505, 26.29379], [-7.76833, 1.89302, 22.04570], [-6.80822, 2.08489, 25.46575], [-6.87714, 0.79767, 24.32945], [-6.86361, 0.01920, 26.85819], [-8.39087, -0.46479, 26.09418], [-8.29757, 0.98710, 27.00432], [-8.08760, 0.85969, 21.93665], [-6.71524, 1.95185, 22.31185], [-8.03345, 2.47466, 21.15617], [-11.84114, 5.81460, 21.51692], [-12.43113, 5.04353, 22.54733], [-12.58882, 3.63541, 22.52508], [-11.70242, 5.29338, 23.95898], [-10.84251, 6.43801, 24.07280], [-10.93480, 6.92179, 25.49963], [-14.00431, 5.78640, 22.91407], [-11.08972, 7.22968, 23.36479], [-9.81485, 6.14069, 23.85990], [-10.25147, 7.75235, 25.69504], [-10.73235, 6.09958, 26.18410], [-11.89502, 7.38285, 25.75086], [-13.91138, 6.75028, 23.40241], [-14.55314, 5.03755, 23.48239], [-14.52763, 5.91398, 21.96497], [-10.59796, -0.08164, 22.63326], [-9.91496, -1.31851, 22.48339], [-9.42775, -1.80683, 21.25926], [-8.74360, -1.27811, 23.57030], [-7.55649, -2.09204, 23.38040], [-7.10326, -2.62784, 24.71794], [-10.92978, -2.56302, 23.24159], [-6.81021, -1.42370, 22.95124], [-7.83223, -2.86786, 22.66878], [-6.65702, -3.61396, 24.53237], [-7.96791, -2.90006, 25.32769], [-6.34808, -2.07937, 25.27302], [-11.77039, -2.81177, 22.59722], [-11.34458, -2.26304, 24.19914], [-10.28319, -3.44160, 23.29480]],
  "lowdin_charge": [1.28, 0.01, -0.50, -0.55, -0.49, -0.65, -0.22, 0.59, -0.37, -0.25, -0.27, -0.06, -0.09, 0.09, 0.12, 0.07, 0.08, 0.07, 0.07, 0.06, 0.08, -0.28, 0.57, -0.31, -0.25, -0.28, -0.06, -0.08, 0.11, 0.12, 0.08, 0.07, 0.08, 0.10, 0.06, 0.06, -0.31, 0.58, -0.26, -0.25, -0.27, -0.06, -0.09, 0.12, 0.11, 0.07, 0.09, 0.07, 0.07, 0.07, 0.07, -0.35, 0.59, -0.27, -0.24, -0.28, -0.08, -0.08, 0.13, 0.11, 0.08, 0.04, 0.07, 0.06, 0.07, 0.08, -0.22, 0.58, -0.36, -0.26, -0.26, -0.07, -0.10, 0.12, 0.12, 0.08, 0.08, 0.07, 0.07, 0.06, 0.07, -0.34, 0.57, -0.20, -0.29, -0.23, -0.07, -0.09, 0.12, 0.11, 0.08, 0.08, 0.07, 0.05, 0.06, 0.07]
}